Entry 1:
ORCA calculation (ωB97M-V with the def2-TZVPD basis set) on the ion C32H38BrF5N3O3SSi with charge +1.

Output
E	-146751.579	eV
frontier orbital gap	7.04	eV
LUMO level	-4.1	eV
largest force on an atom	0.014	hartree/bohr
HOMO	-11.1	eV

Structure (ORCA input):
```
! RIJCOSX wB97M-V def2-TZVPD def2/J DEFGRID3
* xyz 1 1
C -1.4561 -1.2471 6.6262
C -1.5710 -0.5778 5.2964
O -0.8877 -0.8293 4.3341
O -2.5038 0.4149 5.2760
C -3.2499 0.5257 4.0588
C -3.8132 1.9267 3.9611
C -4.2256 2.2761 2.5335
C -3.0287 2.2182 1.5669
C -2.9302 3.4006 0.5925
C -2.2233 3.0533 -0.7217
C -0.7851 2.6165 -0.6203
N -0.2082 2.8272 0.5425
C 1.0937 2.5499 0.8585
N 1.4908 2.8994 2.1693
C 1.9044 1.9565 -0.0439
C 3.3796 1.8766 0.3121
C 3.9971 3.1242 0.9753
C 4.5987 2.8612 2.3407
F 5.8344 2.3380 2.1862
F 4.7327 4.0042 3.0372
F 3.9241 1.9952 3.1053
C 1.3219 1.5283 -1.3086
C 1.9823 0.7067 -2.2867
C 3.1938 -0.1665 -1.9628
F 4.3195 0.6089 -2.1441
F 3.0953 -0.4826 -0.6222
C 3.4753 -1.4947 -2.6506
C 2.3898 -2.5664 -2.7976
Si 0.8507 -2.7414 -1.7123
C 1.2345 -2.8352 0.1182
C -0.5216 -1.4859 -2.0109
C 0.1093 -4.4157 -2.1820
C -1.1053 -4.7773 -1.5998
C -1.7056 -5.9866 -1.8948
C -1.1010 -6.8652 -2.7794
C 0.1041 -6.5242 -3.3639
C 0.7052 -5.3136 -3.0652
C 1.4728 0.6866 -3.5589
Br 2.3500 -0.0546 -5.0538
C 0.2187 1.2543 -3.8927
O -0.2638 1.2277 -5.1613
C -0.5409 1.8232 -2.9162
N -1.8052 2.3184 -3.2908
C -2.7396 1.5877 -3.5584
S -3.9696 0.6992 -3.8493
C -0.0038 1.9895 -1.6116
H -0.9796 -0.5457 7.3123
H -0.8026 -2.1060 6.5328
H -2.4282 -1.5062 7.0309
H -2.6012 0.2904 3.2192
H -4.0539 -0.2135 4.0656
H -4.6384 2.0535 4.6575
H -3.0215 2.6166 4.2641
H -4.9761 1.5583 2.1977
H -4.7142 3.2484 2.5132
H -2.1304 2.1317 2.1801
H -3.0729 1.2857 1.0011
H -3.9338 3.7297 0.3377
H -2.4476 4.2404 1.1022
H -2.3217 3.8592 -1.4466
H -2.7842 2.2235 -1.1490
H -0.7492 3.2838 1.2623
H 0.8293 2.5506 2.8556
H 1.5382 3.9084 2.2821
H 3.9080 1.8120 -0.6235
H 3.5861 0.9861 0.8913
H 3.3067 3.9608 1.0173
H 4.8355 3.4745 0.3782
H 3.9822 -1.2868 -3.5870
H 4.2724 -1.9049 -2.0307
H 2.0368 -2.6414 -3.8288
H 2.8899 -3.5227 -2.6311
H 1.2692 -1.8554 0.5923
H 2.2178 -3.2850 0.2521
H 0.4892 -3.4450 0.6223
H -0.3699 -0.5980 -1.3958
H -0.6404 -1.1998 -3.0541
H -1.4639 -1.9231 -1.6815
H -1.6029 -4.1090 -0.9079
H -2.6506 -6.2620 -1.4487
H -1.5848 -7.8013 -3.0154
H 0.5732 -7.2043 -4.0603
H 1.6431 -5.0695 -3.5431
H -0.5494 0.3354 -5.3960
*
```

---

Entry 2:
ORCA calculation (ωB97M-V with the def2-TZVPD basis set) on a structure of composition C32H38IrN5.

Output
E	-44061.493	eV
frontier orbital gap (alpha / beta)	6.28 / 6.71	eV
LUMO level (alpha / beta)	-10.4 / -10.5	eV
largest force on an atom	0.012	hartree/bohr
energy above the lowest of the compared OMol25 structures with the same formula, charge and spin	65.1	kJ/mol
HOMO (alpha / beta)	-16.7 / -17.2	eV

Structure (ORCA input):
```
! RIJCOSX wB97M-V def2-TZVPD def2/J DEFGRID3
* xyz 3 2
Ir 0.5426 -0.1046 -0.2836
C 1.3937 -4.3949 -2.1018
C 0.5548 -3.5323 -1.1369
C 0.5548 -4.1215 0.2683
C 1.1137 -2.1385 -1.2513
C 2.1876 -1.6563 -0.4335
C 2.7867 -0.4167 -0.6496
C 2.3734 0.4226 -1.7397
C 3.1573 1.6083 -2.1726
C 1.2075 0.0305 -2.4265
C 0.6233 -1.2514 -2.2156
H 1.0031 -5.4114 -2.0964
H 2.4371 -4.4386 -1.7829
H 1.3556 -4.0234 -3.1263
H -0.4715 -3.4929 -1.5138
H 1.5651 -4.2586 0.6595
H 0.1034 -5.1117 0.2322
H -0.0269 -3.5216 0.9676
H 2.5128 -2.2638 0.4015
H 3.6116 -0.1138 -0.0166
H 3.4787 2.2490 -1.3556
H 2.6351 2.1941 -2.9251
H 4.0716 1.2109 -2.6294
H 0.7996 0.6772 -3.1905
H -0.2571 -1.5250 -2.7856
C -1.3422 1.3386 3.2986
C 0.1487 1.4020 3.2531
C 0.8287 0.7772 4.4027
C 2.2630 1.0262 4.5568
C 2.9652 1.5830 3.5389
C 2.3532 1.8968 2.3011
C 3.1485 2.5156 1.2023
C 0.9560 1.7289 2.1757
N 0.3370 1.6637 0.8685
C -0.6896 2.4047 0.5935
C -0.9709 3.7214 1.2214
C -1.6570 1.7993 -0.3752
C -2.9107 2.5175 -0.7150
N -1.3554 0.5963 -0.7514
C -2.1735 -0.1153 -1.7132
C -2.2393 0.3582 -3.0322
C -1.6582 1.6639 -3.5113
C -2.9207 -0.4320 -3.9559
C -3.5256 -1.6191 -3.5787
C -3.4792 -2.0346 -2.2562
C -2.8021 -1.2935 -1.2946
C -2.8477 -1.7152 0.1471
H -1.6721 0.5015 3.9156
H -1.8219 1.2331 2.3250
H -1.7375 2.2433 3.7724
H 0.2600 0.7785 5.3291
H 2.7387 0.7549 5.4903
H 4.0213 1.7892 3.6631
H 4.1500 2.0896 1.1317
H 3.2762 3.5854 1.3967
H 2.6330 2.4286 0.2483
H -0.1589 4.0393 1.8705
H -1.9002 3.7035 1.7930
H -1.1084 4.4616 0.4284
H -3.3969 2.8627 0.1997
H -3.6005 1.8911 -1.2719
H -2.6810 3.4103 -1.3033
H -0.9432 2.1180 -2.8229
H -2.4552 2.3929 -3.6723
H -1.1681 1.5325 -4.4773
H -2.9850 -0.0973 -4.9838
H -4.0537 -2.2122 -4.3132
H -3.9894 -2.9418 -1.9582
H -3.0917 -2.7726 0.2289
H -3.6315 -1.1658 0.6753
H -1.9103 -1.5392 0.6755
N 1.3080 -2.7098 5.5343
C 0.9702 -1.8843 4.8097
N 0.6172 -0.8842 3.9729
C 0.4038 -1.0538 2.7022
N 0.1857 -0.9543 1.5684
*
```

---

Entry 3:
ORCA calculation (ωB97M-V with the def2-TZVPD basis set) on a structure of composition C32H38N3O6PtS3.

Output
E	-86302.296	eV
frontier orbital gap	7.37	eV
LUMO level	-3.3	eV
largest force on an atom	0.004	hartree/bohr
energy above the lowest of the compared OMol25 structures with the same formula, charge and spin	0.0	kJ/mol
HOMO	-10.7	eV

Structure (ORCA input):
```
! RIJCOSX wB97M-V def2-TZVPD def2/J DEFGRID3
* xyz 1 1
Pt -0.5647 2.0502 0.9797
O 1.4409 2.4578 0.9685
S 2.5129 2.2813 2.0575
C 2.8118 0.5257 2.3203
C 2.9717 -0.2392 1.0034
C 1.6842 -0.8556 0.4443
C 0.9320 -1.7022 1.4751
S -0.6138 -0.9261 1.9734
O -0.2821 0.5659 2.3519
C -0.8465 -1.6926 3.5477
C -0.4866 -1.0461 4.7218
C -0.6667 -1.7191 5.9196
C -1.1903 -3.0070 5.9250
C -1.5462 -3.6295 4.7371
C -1.3845 -2.9730 3.5239
C 1.7315 2.7432 3.5892
C 0.8949 3.8513 3.5517
C 0.2956 4.2846 4.7239
C 0.5510 3.6305 5.9206
C 1.4145 2.5449 5.9516
C 2.0132 2.0937 4.7848
H 2.0209 0.1273 2.9510
H 3.7524 0.5217 2.8757
H 3.6772 -1.0478 1.2036
H 3.4432 0.3926 0.2469
H 1.9507 -1.4980 -0.3954
H 1.0270 -0.0810 0.0359
H 1.5186 -1.9269 2.3660
H 0.5702 -2.6421 1.0388
H -0.1005 -0.0348 4.6963
H -0.4043 -1.2360 6.8516
H -1.3286 -3.5249 6.8647
H -1.9614 -4.6281 4.7416
H -1.6739 -3.4722 2.6019
H 0.7180 4.3684 2.6175
H -0.3611 5.1439 4.7053
H 0.0867 3.9760 6.8342
H 1.6261 2.0444 6.8867
H 2.6858 1.2484 4.8246
C 0.1932 0.4732 -3.8308
C -0.3142 1.8249 -4.3120
N 0.7458 2.8186 -4.4695
C 1.6741 2.6376 -5.5945
C 3.0871 2.3208 -5.1325
C 0.7955 4.0111 -3.8353
O 1.5176 4.9326 -4.1719
C -0.0415 4.2090 -2.5942
C -0.7426 5.3941 -2.4180
C -1.4245 5.6050 -1.2304
C -1.3701 4.6399 -0.2444
N -0.6706 3.5066 -0.4056
C -0.0123 3.3011 -1.5553
H -0.6298 -0.2408 -3.7785
H 0.6552 0.5422 -2.8428
H 0.9381 0.0671 -4.5150
H -1.0727 2.2165 -3.6357
H -0.8069 1.7060 -5.2804
H 1.6692 3.5497 -6.1911
H 1.2762 1.8309 -6.2100
H 3.4802 3.1365 -4.5272
H 3.7420 2.1937 -5.9942
H 3.1125 1.4005 -4.5470
H -0.7347 6.1379 -3.2038
H -1.9864 6.5114 -1.0573
H -1.8731 4.7648 0.7051
H 0.5586 2.3857 -1.6224
N -2.5941 1.7293 0.7710
C -2.8621 0.3550 0.3482
C -2.1668 -0.1410 -0.7513
C -2.1226 -1.5045 -0.9462
C -2.7611 -2.3566 -0.0446
C -3.5844 -1.8403 0.9358
C -3.6307 -0.4623 1.1461
S -2.2481 -4.0817 -0.0029
O -2.9065 -4.6078 1.1799
O -2.6248 -4.6475 -1.2694
O -0.8042 -3.8917 0.1824
H -3.0623 1.9019 1.6582
H -2.9847 2.3935 0.1040
H -1.6002 0.5289 -1.3898
H -1.5259 -1.9317 -1.7427
H -4.0998 -2.5233 1.5984
H -4.1879 -0.0556 1.9836
*
```

---

The lowest E belongs to which entry? C32H38BrF5N3O3SSi

---

What did the first record say?
ORCA calculation (ωB97M-V with the def2-TZVPD basis set) on the ion C32H38BrF5N3O3SSi with charge +1.

Output
E	-146751.579	eV
frontier orbital gap	7.04	eV
LUMO level	-4.1	eV
largest force on an atom	0.014	hartree/bohr
HOMO	-11.1	eV

Structure (ORCA input):
```
! RIJCOSX wB97M-V def2-TZVPD def2/J DEFGRID3
* xyz 1 1
C -1.4561 -1.2471 6.6262
C -1.5710 -0.5778 5.2964
O -0.8877 -0.8293 4.3341
O -2.5038 0.4149 5.2760
C -3.2499 0.5257 4.0588
C -3.8132 1.9267 3.9611
C -4.2256 2.2761 2.5335
C -3.0287 2.2182 1.5669
C -2.9302 3.4006 0.5925
C -2.2233 3.0533 -0.7217
C -0.7851 2.6165 -0.6203
N -0.2082 2.8272 0.5425
C 1.0937 2.5499 0.8585
N 1.4908 2.8994 2.1693
C 1.9044 1.9565 -0.0439
C 3.3796 1.8766 0.3121
C 3.9971 3.1242 0.9753
C 4.5987 2.8612 2.3407
F 5.8344 2.3380 2.1862
F 4.7327 4.0042 3.0372
F 3.9241 1.9952 3.1053
C 1.3219 1.5283 -1.3086
C 1.9823 0.7067 -2.2867
C 3.1938 -0.1665 -1.9628
F 4.3195 0.6089 -2.1441
F 3.0953 -0.4826 -0.6222
C 3.4753 -1.4947 -2.6506
C 2.3898 -2.5664 -2.7976
Si 0.8507 -2.7414 -1.7123
C 1.2345 -2.8352 0.1182
C -0.5216 -1.4859 -2.0109
C 0.1093 -4.4157 -2.1820
C -1.1053 -4.7773 -1.5998
C -1.7056 -5.9866 -1.8948
C -1.1010 -6.8652 -2.7794
C 0.1041 -6.5242 -3.3639
C 0.7052 -5.3136 -3.0652
C 1.4728 0.6866 -3.5589
Br 2.3500 -0.0546 -5.0538
C 0.2187 1.2543 -3.8927
O -0.2638 1.2277 -5.1613
C -0.5409 1.8232 -2.9162
N -1.8052 2.3184 -3.2908
C -2.7396 1.5877 -3.5584
S -3.9696 0.6992 -3.8493
C -0.0038 1.9895 -1.6116
H -0.9796 -0.5457 7.3123
H -0.8026 -2.1060 6.5328
H -2.4282 -1.5062 7.0309
H -2.6012 0.2904 3.2192
H -4.0539 -0.2135 4.0656
H -4.6384 2.0535 4.6575
H -3.0215 2.6166 4.2641
H -4.9761 1.5583 2.1977
H -4.7142 3.2484 2.5132
H -2.1304 2.1317 2.1801
H -3.0729 1.2857 1.0011
H -3.9338 3.7297 0.3377
H -2.4476 4.2404 1.1022
H -2.3217 3.8592 -1.4466
H -2.7842 2.2235 -1.1490
H -0.7492 3.2838 1.2623
H 0.8293 2.5506 2.8556
H 1.5382 3.9084 2.2821
H 3.9080 1.8120 -0.6235
H 3.5861 0.9861 0.8913
H 3.3067 3.9608 1.0173
H 4.8355 3.4745 0.3782
H 3.9822 -1.2868 -3.5870
H 4.2724 -1.9049 -2.0307
H 2.0368 -2.6414 -3.8288
H 2.8899 -3.5227 -2.6311
H 1.2692 -1.8554 0.5923
H 2.2178 -3.2850 0.2521
H 0.4892 -3.4450 0.6223
H -0.3699 -0.5980 -1.3958
H -0.6404 -1.1998 -3.0541
H -1.4639 -1.9231 -1.6815
H -1.6029 -4.1090 -0.9079
H -2.6506 -6.2620 -1.4487
H -1.5848 -7.8013 -3.0154
H 0.5732 -7.2043 -4.0603
H 1.6431 -5.0695 -3.5431
H -0.5494 0.3354 -5.3960
*
```

---

Number 2 is which compound? C32H38IrN5

---

Which value of E does entry 2 give? -44061.493 eV